Model w:
Computed, not measured: C30H37BBrF6IN7OPV as an isolated structure, with wB97M-V/def2-TZVPD.

Geometry as ORCA input:
```
! RIJCOSX wB97M-V def2-TZVPD def2/J DEFGRID3
* xyz 0 2
I 2.8049 -1.1555 1.5016
Br 2.8736 0.2101 4.7290
V -1.1101 0.1053 -0.1505
P -1.2689 -1.8715 1.5508
F -3.9477 1.3926 -0.3030
F 2.8149 -0.4984 -3.5357
F 1.4313 -0.0443 -1.3050
F -1.0443 3.3360 -3.5398
F 0.4314 2.9468 -5.7090
F -4.0095 -0.8139 -0.4196
O 0.6038 -5.2439 -3.0552
N -0.9095 1.8237 1.4907
N -0.6292 1.7153 -1.1854
N -1.1054 -1.1573 -1.8004
N -1.3739 -2.8390 4.1476
N -0.6974 -4.4585 2.4395
N -3.0313 -3.7455 2.5863
N 2.2159 -3.6720 -2.7871
C -1.4769 2.9705 0.7364
C 4.4977 -0.1979 3.8530
C 5.7615 -1.0269 1.9920
C 0.9367 -4.0820 -2.9481
C 6.9393 -0.7621 2.6690
C -0.4907 -3.9443 3.7890
C -0.2548 -2.1881 -1.8493
C 1.5148 2.4966 0.8688
C -0.0635 -2.9616 -2.9794
C -3.0884 1.3231 2.7620
C 6.8979 -0.2126 3.9423
C -0.8091 -2.6776 -4.1154
C -2.9436 -2.6692 1.5986
C 1.1432 0.6956 -2.4087
C 4.5330 -0.7457 2.5804
C -1.6339 1.7412 2.7843
C -2.1018 -4.8277 2.2878
C 5.6796 0.0701 4.5335
C -1.6989 -1.6164 -4.0693
C -1.8246 -0.8929 -2.8983
C 0.1152 1.6511 -2.3248
C -0.0683 2.4123 -3.4895
C 0.6878 2.1948 -4.6296
C 1.6614 1.2163 -4.6971
C -1.0674 -1.6365 3.3770
C 0.4907 2.1119 1.9168
C -2.7578 -3.2583 3.9330
C -0.3112 -3.4679 1.4358
C -1.1372 3.0077 -0.7669
C 1.8699 0.4702 -3.5514
B -3.1858 0.2647 -0.2028
H 2.2274 1.0464 -5.5988
H -2.0511 3.2827 -1.3038
H -2.3033 -1.3453 -4.9227
H -3.7356 2.0412 2.2647
H -2.9754 -4.0669 4.6357
H 5.7892 -1.4549 1.0003
H -1.5520 2.7251 3.2727
H -2.2699 -5.1733 1.2660
H -0.3978 3.7904 -0.9718
H -3.2265 0.3611 2.2698
H -1.7354 -0.8371 3.7001
H 1.2684 3.4343 0.3765
H 2.4528 -2.6945 -2.7536
H 0.3217 -2.3782 -0.9531
H -2.5153 -0.0637 -2.8150
H 0.5471 -3.6201 3.8937
H -2.5556 2.9142 0.8413
H 2.4667 2.6365 1.3856
H -3.6910 -1.9045 1.8143
H -3.4280 1.2366 3.7964
H -0.6983 -3.2804 -5.0063
H 7.8853 -0.9868 2.1976
H 2.9373 -4.3710 -2.7381
H 0.8398 1.2258 2.4531
H -1.1469 3.9040 1.2163
H -0.0400 -1.3188 3.5858
H 0.7580 -3.2622 1.5335
H -3.4208 -2.4184 4.1506
H 7.8122 -0.0022 4.4789
H -2.3099 -5.6515 2.9758
H 0.4437 2.9296 2.6537
H -0.4679 -3.9078 0.4463
H 1.6568 1.7351 0.1122
H -0.6744 -4.7606 4.4924
H -1.0619 1.0561 3.4117
H 5.6329 0.4976 5.5247
H -3.1819 -3.0549 0.6050
*
```

The HOMO energy (alpha / beta) is -6.5 / -5.6 eV. The calculation puts the frontier orbital gap (alpha / beta) at 0.237 / 0.203 Eh.

Model x:
Computed, not measured: C30H37BBrF6IN7OPV as an isolated structure, with wB97M-V/def2-TZVPD.

Geometry as ORCA input:
```
! RIJCOSX wB97M-V def2-TZVPD def2/J DEFGRID3
* xyz 0 2
I 3.5204 0.5896 3.1619
Br 4.8101 1.0005 6.3509
V -0.3323 0.5143 -0.0879
P -0.3132 -1.4148 -1.5457
F 2.4984 1.3231 -0.2234
F -0.7274 -1.8316 4.0436
F 0.8692 3.3862 3.7694
F -0.1718 2.1566 1.5394
F 0.2851 -0.6075 6.2008
F 2.3382 -0.8205 0.1996
O -1.2162 3.4087 -5.8505
N -2.2929 1.5863 -5.0926
N -1.1553 -3.3898 -3.3717
N -0.8644 -0.3854 1.5290
N -0.1697 1.8682 -1.4693
N -3.0547 0.5402 0.3400
N 0.5316 -4.0772 -1.7750
N 1.1318 -2.6221 -3.6161
C 0.5142 2.0912 3.8316
C -0.3317 -0.5388 3.9382
C -1.6403 -2.2567 -2.6213
C 1.5563 -3.6957 -2.7313
C -3.4625 1.2712 1.5410
C 0.1663 4.2087 -1.9430
C 8.1752 -0.2725 4.3114
C 0.2894 -3.0360 -0.7997
C -0.4330 4.0946 -3.1908
C -0.7445 1.7715 -2.6803
C -3.0088 -0.9034 0.5434
C 5.5161 0.1986 3.6890
C 6.3889 -0.2615 2.7150
C -0.6719 -4.4464 -2.4925
C 0.0328 1.4585 2.7082
C 0.6186 1.4071 5.0336
C -0.4048 0.1143 2.6804
C -1.9797 -1.2972 1.6126
C -1.4694 2.6610 -4.9319
C -0.0919 -3.0148 -4.2907
C -3.8757 0.8440 -0.8272
C 5.9781 0.4058 4.9827
C 0.1903 0.0874 5.0536
C -0.8923 2.8245 -3.5669
C 0.3009 3.0947 -1.1444
C 7.7145 -0.4982 3.0253
C 7.3083 0.1746 5.2918
C 0.9891 -1.3709 -2.9027
C -3.9075 2.3260 -1.1868
C -4.9020 1.0465 2.0138
B 1.6419 0.3181 0.0163
H -2.0582 -1.5293 -3.3297
H -4.3527 2.4448 -2.1749
H -5.6228 1.4297 1.2956
H -1.0797 0.7728 -2.9472
H 0.8324 3.1790 -0.2106
H 1.9481 -1.1222 -2.4356
H 1.7978 -4.5724 -3.3415
H 0.7449 -0.5832 -3.6262
H 1.0384 1.8720 5.9086
H -0.4389 -2.1915 -4.9230
H -3.3081 2.3361 1.3499
H 9.2127 -0.4451 4.5515
H -2.8959 2.7313 -1.2129
H -5.1033 -0.0088 2.1753
H -0.5413 4.9347 -3.8557
H 6.0201 -0.4287 1.7150
H -4.9100 0.4774 -0.7011
H -2.4611 -1.2328 2.5959
H 2.4500 -3.3758 -2.1916
H -5.0478 1.5645 2.9580
H 0.5386 5.1579 -1.5930
H -2.7828 0.9941 2.3476
H -1.4574 -4.7029 -1.7745
H 7.6546 0.3492 6.2990
H -3.9951 -1.3251 0.8003
H -4.5020 2.8973 -0.4766
H -0.4552 -5.3258 -3.1075
H -0.4620 -3.3960 -0.0882
H 8.3888 -0.8551 2.2619
H -2.4477 -2.6138 -1.9721
H -1.6809 -2.3429 1.4588
H -2.7164 1.1318 -4.3035
H 0.1223 -3.8799 -4.9253
H -3.4349 0.2968 -1.6694
H -2.7588 1.5128 -5.9841
H 1.2153 -2.8420 -0.2517
H -2.6995 -1.3438 -0.4043
*
```

The HOMO energy (alpha / beta) is -6.5 / -5.9 eV. The calculation puts the frontier orbital gap (alpha / beta) at 0.211 / 0.188 Eh.

Each structure's energy above the most stable one, in kcal/mol: model w 0.0; model x 22.4.

Model w:
Computed, not measured: a 2-piece molecular cluster, C6H13O2 overall, with wB97M-V/def2-TZVPD.

Geometry as ORCA input:
```
! RIJCOSX wB97M-V def2-TZVPD def2/J DEFGRID3
* xyz 0 2
O -1.7586 -2.5047 -0.6906
O -2.9428 2.4147 0.1276
C -0.8935 1.2657 -0.1853
C -1.5995 2.6377 0.1150
C 1.9572 -2.2355 0.4755
C 1.5230 -1.0267 -0.3489
C 0.6244 1.3605 -0.2006
C 1.2781 0.1221 0.3107
H -1.2932 0.3449 0.3423
H 1.0918 2.0873 0.3974
H 1.5220 0.2302 1.3879
H -1.2259 0.8658 -1.2806
H 1.9648 -2.1554 1.5942
H 1.4940 -3.1256 0.2875
H -1.4068 3.0242 1.1197
H 3.0372 -2.3322 0.1519
H -1.4120 -2.2688 0.1827
H 1.0167 -1.0894 -1.3070
H -1.1372 3.3816 -0.5285
H -2.6824 -2.4468 -0.6814
H 0.8428 1.4504 -1.2695
*
```

The HOMO energy (alpha / beta) is -9.1 / -9.1 eV. The calculation puts the frontier orbital gap (alpha / beta) at 0.366 / 0.285 Eh.

Model x:
Computed, not measured: a 2-piece molecular cluster, C6H13O2 overall, with wB97M-V/def2-TZVPD.

Geometry as ORCA input:
```
! RIJCOSX wB97M-V def2-TZVPD def2/J DEFGRID3
* xyz 0 2
O 1.9928 0.9014 -1.0662
O -2.3504 0.4816 2.1557
C -0.4380 -0.3648 -0.2189
C 0.0290 -0.2433 -1.6629
C -1.1701 0.6345 2.0141
C -0.7404 1.0131 0.5017
C 0.2032 -1.5490 -2.3697
C -0.0720 0.4943 2.9709
H 1.0157 -2.0385 -1.7567
H -1.3031 -1.0394 -0.0347
H 0.3624 -0.9740 0.3184
H 0.2280 1.5525 0.3629
H -0.1774 -0.4596 3.4232
H -0.6929 -2.1843 -2.3784
H 2.8124 1.1257 -1.4985
H 0.5234 -1.5861 -3.4273
H -0.6738 0.4178 -2.1392
H 1.2822 0.4717 -1.5094
H 0.9070 0.6100 2.5747
H -0.1697 1.1790 3.7801
H -1.5682 1.5576 -0.0397
*
```

The HOMO energy (alpha / beta) is -8.9 / -9.4 eV. The calculation puts the frontier orbital gap (alpha / beta) at 0.361 / 0.321 Eh.

Each structure's energy above the most stable one, in kcal/mol: model w 20.1; model x 0.0.

Model w:
Computed, not measured: an isolated ion of composition C4H10NO2 and charge +1, with wB97M-V/def2-TZVPD.

Geometry as ORCA input:
```
! RIJCOSX wB97M-V def2-TZVPD def2/J DEFGRID3
* xyz 1 1
O 0.9313 0.4582 1.1359
O -0.4078 -1.8447 1.7761
N 0.0136 2.2542 -0.5091
C -0.3862 0.8455 -0.9915
C -0.6571 -1.3617 0.4797
C 0.4644 -1.4462 -0.4004
C 0.1588 -0.0913 0.1052
H 0.1984 -1.8173 -1.4653
H -1.6837 -1.5611 0.2102
H -1.5560 0.8707 -1.1378
H 1.4530 -1.8897 -0.0810
H 0.8297 2.0046 0.1296
H 0.7319 -0.1084 1.9243
H 0.1176 -2.7117 1.8779
H -0.6631 2.7815 0.0830
H 0.3000 3.0390 -1.2220
H 0.1551 0.5784 -1.9147
*
```

The HOMO energy is -13.6 eV. Its SMILES is [NH3+]C[C@]1(O)C[C@H]1O. The calculation puts the frontier orbital gap at 0.366 Eh.

Model x:
Computed, not measured: an isolated ion of composition C4H10NO2 and charge +1, with wB97M-V/def2-TZVPD.

Geometry as ORCA input:
```
! RIJCOSX wB97M-V def2-TZVPD def2/J DEFGRID3
* xyz 1 1
O -2.3773 1.1316 -0.3530
O -0.9256 1.3890 -2.0820
N -0.8569 -0.2043 1.1658
C 1.9781 -0.8539 0.1970
C 0.7657 -0.4788 -0.6496
C -1.1783 1.0747 -0.9745
C -0.1541 0.5062 0.0255
H -1.6294 0.3207 1.5551
H 0.3970 1.3053 0.5164
H -1.1868 -1.1174 0.8424
H 0.2725 -1.3571 -1.0578
H 1.7088 -1.3848 1.1140
H 1.1320 -0.1317 -1.5667
H 2.5096 0.0320 0.5652
H 2.8124 -1.3264 -0.3161
H -0.1534 -0.4075 1.8785
H -3.1144 1.5024 -0.8601
*
```

The HOMO energy is -15.4 eV. Its SMILES is CC[C@H]([NH3+])C(=O)O. The calculation puts the frontier orbital gap at 0.429 Eh.

Model y:
Computed, not measured: an isolated ion of composition C4H10NO2 and charge +1, with wB97M-V/def2-TZVPD.

Geometry as ORCA input:
```
! RIJCOSX wB97M-V def2-TZVPD def2/J DEFGRID3
* xyz 1 1
O 1.0263 -2.2724 -1.0968
O 0.0044 1.9213 1.8178
N -1.7605 0.8476 0.1104
C 1.5112 -0.9666 -0.7752
C -0.4802 0.0726 0.4544
C 0.1599 0.7379 1.7254
C 0.4546 0.1304 -0.7532
H 2.1935 -0.7234 -1.5884
H -2.6207 0.4019 0.4057
H 1.0417 1.0626 -0.7218
H -1.7974 1.1964 -0.8504
H -1.6858 1.6710 0.7293
H 0.6629 0.0245 2.3868
H 0.1121 -2.3632 -0.9202
H -0.0878 0.2923 -1.6860
H -0.8092 -0.9516 0.6081
H 2.0751 -1.0814 0.1540
*
```

The HOMO energy is -14.3 eV. Its SMILES is [NH3+][C@H](C=O)CCO. The calculation puts the frontier orbital gap at 0.370 Eh.

Model z:
Computed, not measured: a 2-piece molecular cluster, C4H10NO2 overall, with wB97M-V/def2-TZVPD.

Geometry as ORCA input:
```
! RIJCOSX wB97M-V def2-TZVPD def2/J DEFGRID3
* xyz 1 1
O -1.2450 -1.4639 0.4410
O -2.2007 -0.0447 -0.9758
N 0.7696 0.3955 0.9291
C 1.9797 0.2985 0.1025
C 0.6400 1.2072 1.8930
C 1.6736 0.7110 -1.3296
C -1.7433 -1.2495 -0.6310
H -0.2663 1.2143 2.4836
H 2.3730 -0.7152 0.1752
H -2.3220 -0.0328 -1.9325
H -0.0173 -0.2437 0.6897
H 1.4724 1.8620 2.1224
H -1.8766 -2.0277 -1.3875
H 2.7309 0.9614 0.5316
H 1.3511 1.7496 -1.3379
H 2.5681 0.5860 -1.9396
H 0.9441 0.0526 -1.8024
*
```

The HOMO energy is -15.4 eV. The calculation puts the frontier orbital gap at 0.400 Eh.

Each structure's energy above the most stable one, in kcal/mol: model w 55.6; model x 0.0; model y 35.4; model z 8.4.

Model w:
Computed, not measured: one molecule with the formula C5H7ClO, with wB97M-V/def2-TZVPD.

Geometry as ORCA input:
```
! RIJCOSX wB97M-V def2-TZVPD def2/J DEFGRID3
* xyz 0 1
Cl 2.7962 -0.4013 0.7319
O -0.0934 1.8800 -0.6810
C 1.4065 -0.0020 -0.4443
C 0.4423 0.9929 0.2449
C -0.5798 -1.1561 -0.0776
C -0.7348 0.0998 0.6769
C 0.6428 -1.2540 -0.5978
H 0.8911 1.5253 1.0072
H -1.6823 0.6686 0.5588
H 1.9136 0.3819 -1.2568
H -0.6184 -0.2617 1.8339
H 1.4252 -1.9932 -0.9778
H 0.5823 2.3986 -1.1796
H -1.4621 -1.8137 -0.0379
*
```

The HOMO energy is -9.5 eV. Its SMILES is O[C@H]1CC=C[C@@H]1Cl. The calculation puts the frontier orbital gap at 0.377 Eh.

Model x:
Computed, not measured: one molecule with the formula C5H7ClO, with wB97M-V/def2-TZVPD.

Geometry as ORCA input:
```
! RIJCOSX wB97M-V def2-TZVPD def2/J DEFGRID3
* xyz 0 1
Cl 2.0691 1.1986 -0.7272
O -0.5431 0.2984 2.0225
C -0.1489 0.8370 0.7482
C -1.1983 0.5896 -0.2848
C 0.4885 -0.9733 -0.7071
C -0.8543 -0.4157 -1.0586
C 1.0901 0.1107 0.2210
H -0.5526 -0.6343 1.8677
H 1.6754 -0.2489 1.0454
H -2.1092 1.1412 -0.3892
H -1.4577 -0.7432 -1.9133
H 1.1670 -1.1361 -1.5499
H 0.3612 -1.9337 -0.2461
H 0.0128 1.9097 0.9714
*
```

The HOMO energy is -9.9 eV. Its SMILES is O[C@@H]1C=CC[C@H]1Cl. The calculation puts the frontier orbital gap at 0.395 Eh.

Each structure's energy above the most stable one, in kcal/mol: model w 18.8; model x 0.0.